No. 1
# C23H28F9MnO3

A structure of composition C23H28F9MnO3 (the ωB97M-V functional and the def2-TZVPD basis, the OMol25 dataset).

Each line ends with the Mulliken spin population.
Cartesian coordinates (Å):
O 2.38361 3.65514 -2.13126  0.004
C 1.28779 3.98945 -3.03745  0.003
C 1.96555 3.25370 -4.21108  -0.001
H 1.20173 5.08065 -3.13013  0.000
H 0.30518 3.55316 -2.80004  0.004
C 2.96782 2.80680 -3.11949  -0.002
H 2.43390 3.90647 -4.93964  0.000
H 1.38773 2.42982 -4.63961  0.001
C 4.41514 3.16540 -3.34822  0.000
H 4.50087 4.19590 -3.70384  0.000
H 4.76634 2.47960 -4.14017  0.000
H 5.02015 3.04543 -2.43219  0.000
C 2.85004 1.34096 -2.78861  -0.010
H 1.81524 1.00697 -2.68391  0.002
H 3.39926 1.07814 -1.87672  0.005
H 3.28649 0.78403 -3.62699  0.000
Mn -0.23973 0.21331 0.37339  4.290
C -1.22958 -1.12922 -1.04478  0.027
C -2.28130 -0.49897 -0.31281  0.058
C -2.18456 0.91108 -0.54258  0.060
H -3.08369 -1.00047 0.21041  0.002
C -1.07117 1.16276 -1.41481  0.030
C -0.45619 -0.10593 -1.70949  0.002
H 0.31777 -0.26908 -2.44763  -0.002
H -1.12612 -2.19473 -1.16589  -0.010
H -2.89483 1.64712 -0.22538  0.002
H -0.82131 2.12331 -1.84760  0.098
C 0.43914 -1.43527 1.66467  0.073
C 1.00177 -1.50255 0.34489  0.003
C 1.81159 -0.31871 0.15050  -0.008
H 0.97592 -2.36022 -0.32900  -0.021
C 1.74394 0.45386 1.35747  0.105
C 0.91335 -0.24745 2.27862  0.099
H 0.78153 0.02824 3.31040  -0.032
H -0.15552 -2.20476 2.14665  0.011
H 2.44954 -0.10878 -0.70323  0.033
H 2.32321 1.35045 1.57326  0.024
O 1.57361 4.76946 -0.04782  0.002
C 2.59092 5.71786 -0.53214  0.001
C 2.30687 7.14881 -0.05650  0.000
H 2.58414 5.70682 -1.62395  0.000
H 3.59790 5.37125 -0.22604  0.000
C 1.13663 6.98640 0.94461  0.000
H 1.97783 7.71116 -0.94085  0.000
H 3.18309 7.67797 0.34269  0.000
C 0.78967 5.48789 0.92592  0.000
H 0.31290 7.61546 0.60321  0.000
H 1.42834 7.31165 1.94435  0.000
H -0.28357 5.34959 0.69735  -0.001
H 0.97352 5.04607 1.92810  0.000
F -1.55160 4.02493 2.39350  -0.003
C -2.46856 3.02153 2.47934  -0.017
F -3.37610 3.36633 3.42891  0.002
F -3.12376 2.99670 1.28747  -0.002
C -1.74799 1.66651 2.76794  0.187
O -1.04865 1.28740 1.67646  -0.045
C -0.84054 1.90268 4.03438  0.000
F -1.38326 2.76778 4.92642  0.002
F -0.59899 0.73392 4.70538  0.000
F 0.36301 2.40157 3.64560  -0.001
C -2.82347 0.61092 3.15768  0.017
F -3.33153 0.81016 4.39941  0.002
F -3.85057 0.60364 2.26455  0.002
F -2.27209 -0.63707 3.11268  0.003

Charge ... -1
Gap between HOMO and LUMO (alpha / beta) ... 4.949 / 6.406 eV
LUMO level (alpha / beta) ... 2.7 / 2.7 eV
F_max ... 0.101 Eh/bohr
⟨S²⟩ ... 8.76
Total energy ... -3168.64459 hartree
2S+1 ... 6
Energy relative to the best compared isomer or geometry (same formula, charge and spin) ... 0.0 kcal/mol

No. 2
# C23H28FN3O5

An isolated molecule of C23H28FN3O5 (the ωB97M-V functional and the def2-TZVPD basis, the OMol25 dataset).

Each line ends with the natural charge from an NBO analysis.
Cartesian coordinates (Å):
C 0.22501 0.45639 3.63496  -0.249
O 0.89149 -0.51999 2.87562  -0.568
C 0.30250 -1.79917 2.99976  -0.076
C 0.85973 -2.74174 1.93130  -0.253
N 0.16665 -2.63462 0.65809  -0.421
C -0.90318 -3.44790 0.49262  0.680
O -1.20790 -4.28756 1.32010  -0.628
C -1.72901 -3.33945 -0.79729  -0.318
N -2.56655 -2.16710 -0.83118  -0.584
C -2.37101 -1.13727 -1.67969  0.643
O -1.49577 -1.12638 -2.53553  -0.648
C -3.31371 -0.02664 -1.50804  0.159
C -3.43568 1.13565 -2.22642  -0.243
C -4.48170 1.86291 -1.62103  -0.324
C -4.91796 1.09319 -0.58363  0.118
O -4.22492 -0.04737 -0.50940  -0.391
C 0.49243 -1.52528 -0.22165  -0.187
C -0.22772 -0.24037 0.24312  0.712
O -1.25145 -0.28122 0.89623  -0.669
N 0.31440 0.88900 -0.23037  -0.616
C -0.21930 2.20964 0.02011  -0.053
C -0.57777 2.91791 -1.30322  -0.421
C 0.37614 4.11401 -1.42659  -0.405
C 1.53916 3.77822 -0.49578  -0.404
C 0.84445 3.09938 0.68051  -0.412
C 1.98248 -1.39052 -0.43821  -0.088
C 2.79936 -0.66983 0.43001  -0.204
C 4.15998 -0.57008 0.20006  -0.276
C 4.69875 -1.20002 -0.90707  0.399
F 6.02394 -1.10248 -1.13756  -0.323
C 3.91379 -1.92384 -1.78562  -0.301
C 2.55477 -2.01258 -1.54327  -0.113
H 0.77887 1.38545 3.51185  0.186
H -0.80151 0.58942 3.27585  0.188
H 0.20219 0.18361 4.69684  0.168
H -0.78586 -1.72420 2.88319  0.198
H 0.52042 -2.20500 3.99922  0.171
H 0.72180 -3.77016 2.27117  0.249
H 1.92139 -2.54297 1.78472  0.217
H -2.36414 -4.23193 -0.81809  0.229
H -1.10093 -3.33150 -1.69146  0.237
H -3.21342 -2.04037 -0.06778  0.419
H -2.85166 1.41198 -3.07920  0.243
H -4.85815 2.82110 -1.91513  0.232
H -5.69067 1.24678 0.14413  0.206
H 0.05345 -1.72718 -1.20647  0.278
H 1.13944 0.83374 -0.80671  0.405
H -1.09068 2.06113 0.66122  0.237
H -0.43927 2.21898 -2.12823  0.217
H -1.61863 3.23502 -1.31019  0.220
H -0.11658 5.02240 -1.07767  0.198
H 0.69876 4.27745 -2.45329  0.213
H 2.22578 3.08262 -0.98179  0.191
H 2.10227 4.66081 -0.19714  0.216
H 0.35863 3.84850 1.30625  0.207
H 1.52411 2.51597 1.29935  0.215
H 2.36533 -0.19747 1.29725  0.254
H 4.80097 -0.01596 0.86730  0.230
H 4.36489 -2.40303 -2.63975  0.232
H 1.93181 -2.57006 -2.22636  0.212

Gap between HOMO and LUMO ... 9.656 eV
LUMO level ... 0.7 eV
F_max ... 0.026 Eh/bohr
SMILES string ... COCCN(C(=O)CNC(=O)c1ccco1)[C@@H](C(=O)NC1CCCC1)c1ccc(F)cc1
Total energy ... -1533.60628 hartree
Energy relative to the best compared isomer or geometry (same formula, charge and spin) ... 0.0 kcal/mol

No. 3
# C23H28N2NiP

A structure of composition C23H28N2NiP (the ωB97M-V functional and the def2-TZVPD basis, the OMol25 dataset).

Each line ends with the natural charge from an NBO analysis.
Cartesian coordinates (Å):
Ni 0.08530 0.17469 0.14381  0.764
N -1.98041 0.56963 0.37892  -0.833
C -2.51293 -0.13094 1.56073  -0.236
C -1.51402 0.04515 2.68819  -0.234
N -0.20033 -0.41293 2.20005  -0.856
H -2.01909 1.57413 0.53060  0.395
H -2.54481 0.37815 -0.44111  0.406
H -2.60910 -1.19080 1.31830  0.207
H -3.49596 0.23899 1.85594  0.215
H -1.84078 -0.49836 3.57571  0.214
H -1.43414 1.10418 2.93896  0.205
H -0.19043 -1.42798 2.16154  0.393
H 0.53308 -0.13993 2.84437  0.401
C 4.55040 -2.72606 -1.02733  -0.647
C 4.76367 -1.65969 0.01437  0.017
C 5.97707 -1.61523 0.69649  -0.199
C 6.24880 -0.65160 1.65478  -0.171
C 5.30260 0.31457 1.95777  -0.213
C 4.08410 0.28584 1.30323  -0.183
C 3.80583 -0.68612 0.33958  -0.384
P 2.15121 -0.57903 -0.40153  0.950
C 1.54874 -2.28647 -0.67947  -0.381
C 1.03781 -2.63568 -1.93008  -0.206
C 0.47015 -3.88022 -2.14158  -0.208
C 0.40959 -4.79358 -1.09988  -0.188
C 0.93524 -4.46220 0.13789  -0.229
C 1.51646 -3.21780 0.37158  0.057
C 2.17203 -2.96331 1.70793  -0.664
C 2.39139 0.19399 -2.02080  -0.422
C 3.62745 0.35179 -2.63506  -0.172
C 3.73513 1.10519 -3.79444  -0.218
C 2.60810 1.72850 -4.31172  -0.171
C 1.38154 1.59759 -3.68046  -0.232
C 1.24520 0.81459 -2.53393  0.078
C -0.04907 0.63832 -1.85407  -0.721
H 5.50835 -3.07948 -1.40607  0.234
H 3.96524 -2.36294 -1.86970  0.226
H 4.02290 -3.58747 -0.61088  0.228
H 6.73297 -2.35525 0.46217  0.222
H 7.20527 -0.65042 2.16069  0.228
H 5.50870 1.08065 2.69290  0.228
H 3.33106 1.03242 1.53129  0.214
H 1.09885 -1.92849 -2.74915  0.230
H 0.08407 -4.13591 -3.11945  0.228
H -0.03490 -5.76732 -1.25822  0.227
H 0.91326 -5.18664 0.94413  0.218
H 1.64127 -3.47957 2.50969  0.225
H 2.24164 -1.90237 1.94001  0.208
H 3.19259 -3.35332 1.70011  0.242
H 4.51686 -0.07536 -2.19051  0.222
H 4.69725 1.22765 -4.27286  0.227
H 2.69140 2.33025 -5.20734  0.226
H 0.50659 2.09887 -4.07673  0.215
H -0.46036 -0.37584 -1.94633  0.205
H -0.78241 1.39373 -2.12314  0.208

Charge ... +1
Gap between HOMO and LUMO (alpha / beta) ... 7.926 / 8.122 eV
LUMO level (alpha / beta) ... -3.0 / -2.7 eV
F_max ... 0.042 Eh/bohr
Total energy ... -2852.22171 hartree

No. 4
# C23H28N2O2

An isolated molecule of C23H28N2O2 (the ωB97M-V functional and the def2-TZVPD basis, the OMol25 dataset).

Each line ends with the natural charge from an NBO analysis.
Cartesian coordinates (Å):
C -0.32441 -3.93517 1.18786  -0.614
C -1.18525 -4.78362 0.26018  -0.391
C -2.40869 -4.05049 -0.29118  -0.402
C -2.08033 -2.85585 -1.19360  -0.222
N -1.77998 -1.63898 -0.48068  -0.428
C -2.75733 -0.96897 0.34527  -0.202
C -2.21146 0.45972 0.47826  -0.193
C -2.81281 1.37973 -0.59732  -0.411
C -2.26235 2.77446 -0.48785  -0.050
C -2.68189 3.61067 0.53959  -0.162
C -2.15251 4.88059 0.67603  -0.218
C -1.19258 5.33176 -0.21422  -0.214
C -0.77161 4.50920 -1.24394  -0.199
C -1.30431 3.23869 -1.37933  -0.215
C -0.69939 0.28217 0.26917  -0.326
C 0.08822 0.11037 1.57845  -0.479
C 1.55797 0.53516 1.49738  0.684
O 2.05140 1.21272 2.37518  -0.615
N 2.20220 0.07273 0.40209  -0.653
C 3.53644 0.25939 0.03054  0.237
C 4.44556 1.00465 0.77528  -0.275
C 5.74983 1.13494 0.33311  -0.192
C 6.16351 0.53291 -0.84264  -0.240
C 5.25865 -0.20846 -1.58536  -0.198
C 3.95404 -0.34570 -1.15474  -0.270
C -0.61623 -0.98513 -0.56948  0.710
O 0.36361 -1.36746 -1.19168  -0.667
H -0.93040 -3.48835 1.97442  0.193
H 0.17827 -3.14870 0.63366  0.211
H 0.43909 -4.55134 1.65703  0.216
H -1.53673 -5.66360 0.80456  0.202
H -0.57339 -5.13388 -0.57347  0.200
H -2.99164 -4.75921 -0.88311  0.213
H -3.04072 -3.71777 0.53461  0.196
H -2.93636 -2.65961 -1.85188  0.195
H -1.20742 -3.07930 -1.81189  0.236
H -2.83135 -1.45718 1.32436  0.195
H -3.74116 -0.99953 -0.13161  0.200
H -2.43339 0.87713 1.46199  0.217
H -2.59242 0.96667 -1.58415  0.211
H -3.89803 1.40524 -0.46954  0.216
H -3.43348 3.26405 1.23513  0.197
H -2.48847 5.51986 1.47913  0.214
H -0.77609 6.32197 -0.10641  0.216
H -0.02512 4.85517 -1.94350  0.216
H -0.97584 2.60476 -2.19174  0.211
H -0.27990 1.12948 -0.27913  0.249
H -0.35938 0.72654 2.36062  0.238
H 0.05534 -0.93024 1.91337  0.226
H 1.67150 -0.49375 -0.26270  0.434
H 4.12687 1.47328 1.69103  0.254
H 6.44973 1.71449 0.91719  0.211
H 7.18403 0.63941 -1.17947  0.209
H 5.57152 -0.68236 -2.50448  0.211
H 3.24466 -0.92323 -1.73035  0.218

Gap between HOMO and LUMO ... 8.691 eV
LUMO level ... 0.6 eV
F_max ... 0.010 Eh/bohr
SMILES string ... CCCCN1C[C@H](Cc2ccccc2)[C@@H](CC(=O)Nc2ccccc2)C1=O
Total energy ... -1153.29206 hartree
Energy relative to the best compared isomer or geometry (same formula, charge and spin) ... 2.1 kcal/mol